(A)
C7H5NO4 in the gas phase, computed with the ωB97M-V functional and the def2-TZVPD basis.

* charge: 0
* SMILES: O=C(O)c1ccncc1C(=O)O
* highest occupied orbital energy: -0.3815 hartree

Each atom is followed by the atoms it is bonded to, with distances in Å.
Element x y z (Å)
1 O -1.682 -2.120 -0.927  C2 1.228
2 C -1.332 -1.376 -0.014  O1 1.228, O3 1.329, C4 1.506
3 O -2.030 -1.100 1.082  C2 1.329, H13 1.008
4 C 0.024 -0.722 -0.003  C2 1.506, C5 1.362, C9 1.408
5 C 1.138 -1.503 0.023  C4 1.362, C6 1.400, H14 1.059
6 C 2.397 -0.891 0.008  C5 1.400, N7 1.336, H15 1.093
7 N 2.585 0.426 -0.122  C6 1.336, C8 1.342
8 C 1.468 1.171 -0.100  N7 1.342, C9 1.389, H16 1.104
9 C 0.171 0.678 -0.025  C4 1.408, C8 1.389, C10 1.482
10 C -1.042 1.518 -0.168  C9 1.482, O11 1.209, O12 1.352
11 O -2.055 1.167 -0.728  C10 1.209
12 O -0.866 2.801 0.222  C10 1.352, H17 1.013
13 H -2.940 -1.474 0.864  O3 1.008
14 H 1.048 -2.558 -0.006  C5 1.059
15 H 3.340 -1.442 0.055  C6 1.093
16 H 1.573 2.265 -0.205  C8 1.104
17 H -1.796 3.159 0.043  O12 1.013

Mulliken atomic charges, in units of e: number 1, O, carries -0.5467; number 2, C, carries 0.2129; number 3, O, carries -0.4265; number 4, C, carries 0.6476; number 5, C, carries -0.4503; number 6, C, carries -0.3438; number 7, N, carries -0.5963; number 8, C, carries -0.3485; number 9, C, carries 0.4355; number 10, C, carries 0.4675; number 11, O, carries -0.5620; number 12, O, carries -0.4653; number 13, H, carries 0.3640; number 14, H, carries 0.4737; number 15, H, carries 0.3765; number 16, H, carries 0.3980; number 17, H, carries 0.3637

***

(B)
2 unconnected molecules or ions with the total composition C7H5NO4, computed with the ωB97M-V functional and the def2-TZVPD basis.

* charge: 0
* SMILES: O=CC#[N+][O-].O=Cc1ccoc1
* highest occupied orbital energy: -0.3349 hartree

Each atom is followed by the atoms it is bonded to, with distances in Å.
Element x y z (Å)
1 O 1.468 3.363 2.385  C2 1.214
2 C 0.549 3.020 1.669  O1 1.214, C3 1.473, H6 1.129
3 C 0.645 2.048 0.567  C2 1.473, N4 1.173
4 N 1.305 1.806 -0.372  C3 1.173, O5 1.173
5 O 1.828 1.321 -1.303  N4 1.173
6 H -0.406 3.621 1.698  C2 1.129
7 O -1.597 1.691 -0.965  C8 1.186
8 C -1.434 0.663 -0.395  O7 1.186, C9 1.430, H14 1.149
9 C -0.928 -0.558 -0.940  C8 1.430, C10 1.361, C13 1.411
10 C -0.310 -1.558 -0.254  C9 1.361, C11 1.406, H15 1.082
11 C 0.252 -2.432 -1.202  C10 1.406, O12 1.360, H16 1.141
12 O -0.021 -1.968 -2.451  C11 1.360, C13 1.333
13 C -0.607 -0.781 -2.296  C9 1.411, O12 1.333, H17 1.050
14 H -1.552 0.561 0.744  C8 1.149
15 H -0.376 -1.624 0.824  C10 1.082
16 H 0.780 -3.436 -1.074  C11 1.141
17 H -0.768 -0.358 -3.244  C13 1.050

Mulliken atomic charges, in units of e: number 1, O, carries -0.4092; number 2, C, carries -0.1746; number 3, C, carries 0.3140; number 4, N, carries 0.5764; number 5, O, carries -0.5912; number 6, H, carries 0.3009; number 7, O, carries -0.5014; number 8, C, carries -0.3091; number 9, C, carries 0.6958; number 10, C, carries -0.3837; number 11, C, carries -0.4965; number 12, O, carries -0.2921; number 13, C, carries -0.2666; number 14, H, carries 0.3445; number 15, H, carries 0.3935; number 16, H, carries 0.3365; number 17, H, carries 0.4627

***

(C)
C7H5NO4 in the gas phase, computed with the ωB97M-V functional and the def2-TZVPD basis.

* charge: 0
* SMILES: O=Nc1ccc(O)c(C(=O)O)c1
* highest occupied orbital energy: -0.3444 hartree

Each atom is followed by the atoms it is bonded to, with distances in Å.
Element x y z (Å)
1 O 3.935 -0.559 -0.319  N2 1.269
2 N 2.803 -1.044 -0.015  O1 1.269, C3 1.462
3 C 1.605 -0.207 0.042  N2 1.462, C4 1.372, C12 1.418
4 C 1.497 1.145 -0.170  C3 1.372, C5 1.354, H13 1.028
5 C 0.425 1.948 0.035  C4 1.354, C6 1.503, H14 1.102
6 C -0.873 1.190 0.010  C5 1.503, O7 1.375, C8 1.469
7 O -2.065 1.864 -0.117  C6 1.375, H15 1.056
8 C -0.760 -0.256 0.242  C6 1.469, C9 1.602, C12 1.436
9 C -2.036 -1.163 -0.095  C8 1.602, O10 1.221, O11 1.361
10 O -3.105 -0.579 -0.182  C9 1.221
11 O -1.722 -2.482 -0.221  C9 1.361, H16 1.054
12 C 0.480 -0.925 0.520  C3 1.418, C8 1.436, H17 1.260
13 H 2.483 1.418 -0.267  C4 1.028
14 H 0.243 3.026 -0.101  C5 1.102
15 H -2.952 1.321 0.065  O7 1.056
16 H -0.750 -2.713 -0.556  O11 1.054
17 H 0.791 -1.984 1.128  C12 1.260

Mulliken atomic charges, in units of e: number 1, O, carries -0.3654; number 2, N, carries -0.1004; number 3, C, carries 0.3740; number 4, C, carries -0.3059; number 5, C, carries -0.7542; number 6, C, carries 0.4899; number 7, O, carries -0.5815; number 8, C, carries 0.2558; number 9, C, carries 0.5938; number 10, O, carries -0.6155; number 11, O, carries -0.5264; number 12, C, carries -0.5795; number 13, H, carries 0.5231; number 14, H, carries 0.3781; number 15, H, carries 0.4285; number 16, H, carries 0.4197; number 17, H, carries 0.3659

***

Which is most stable, and by how much? (A), by 0.1977 hartree.